No. 1
DFT (wB97M-V/def2-TZVPD) results for a cluster of 4 separate species, C4H15NO3 in total.

Calculated values
LUMO energy: 0.0210 Ha
structure (SMILES): CC(C)=CN.O.O.O
Kohn-Sham gap: 8.71 eV
total energy: -441.848595 hartree

```
23
Properties=species:S:1:pos:R:3:forces:R:3:lowdin_charge:R:1
O 2.517951 0.735489 -1.527731 0.22 0.30 0.30 -0.10
O 1.826868 -2.206092 -0.996839 -0.15 0.02 -0.26 -0.06
O 0.184881 1.939755 -1.631986 -1.11 0.64 0.16 -0.06
N -0.954832 -0.825236 -1.192780 0.68 -0.10 1.17 0.05
C 0.575695 -0.056842 1.231075 -0.20 0.47 0.66 -0.05
C -1.538349 -0.206682 -0.043024 0.06 -0.53 -0.04 -0.20
C -1.806683 0.764561 2.206670 0.28 -2.94 -0.66 -0.06
C -0.918223 0.118453 1.104551 -0.63 0.78 -0.67 -0.32
H -0.455159 1.306700 -1.988721 0.52 -0.47 -0.13 0.04
H -1.504394 1.605831 2.775241 0.52 1.45 -0.38 0.05
H 0.918878 -1.106332 1.170898 -0.28 0.38 0.44 0.07
H -1.874515 0.033153 3.024049 -0.18 -0.25 -0.12 0.07
H -1.609588 -1.336339 -1.755005 -0.44 0.00 -0.05 0.07
H 2.305171 -2.233112 -1.837699 0.03 -0.06 0.32 0.07
H 1.087615 0.446966 0.399840 -0.16 0.04 0.44 0.05
H -2.797747 0.792376 1.754695 -0.08 0.65 0.43 0.06
H 1.870195 1.431464 -1.287265 0.35 -0.59 -0.54 0.00
H -2.595298 -0.033804 -0.156643 -0.29 0.19 0.02 0.10
H -0.226558 -1.490120 -0.906744 -0.05 0.51 -0.38 0.05
H 2.452928 -2.405789 -0.295808 0.20 -0.02 -0.13 0.06
H -0.375698 2.369714 -0.973166 0.30 0.21 0.12 0.06
H 0.838546 0.436007 2.193214 0.44 -0.63 -0.64 0.09
H 2.078317 -0.080121 -1.266821 -0.03 -0.05 -0.04 -0.03
```
Forces are in eV/Å.

---

No. 2
DFT (wB97M-V/def2-TZVPD) results for a cluster of 4 separate species, C4H15NO3 in total.

Calculated values
LUMO energy: 0.0281 Ha
structure (SMILES): CC/C=C/N.O.O.O
Kohn-Sham gap: 8.44 eV
total energy: -441.830130 hartree

```
23
Properties=species:S:1:pos:R:3:forces:R:3:lowdin_charge:R:1
O 0.178749 5.750672 2.766922 -0.66 0.51 0.73 -0.07
O 5.701233 2.378436 3.716879 0.01 0.18 -0.01 -0.06
O -1.270840 -6.991527 -0.169089 -0.13 -0.20 0.02 -0.06
N 0.438326 1.610516 -2.379544 0.66 0.76 -0.60 0.04
C -0.265686 -0.574493 -1.736872 0.82 -0.42 0.54 -0.15
C -1.117931 -1.629502 -1.084746 -0.52 0.74 0.10 -0.28
C -0.305280 0.750828 -1.616514 -0.44 -0.33 0.00 -0.24
C -2.546377 -1.116558 -0.836214 0.76 -0.07 1.16 -0.12
H -2.943158 -0.616399 -1.714979 -0.35 -0.35 -0.05 0.07
H 5.798829 1.423162 3.756443 -0.14 0.01 0.07 0.03
H -3.156695 -1.900161 -0.379629 -0.31 -0.01 -0.64 0.07
H -1.136042 -6.292171 0.475793 0.10 0.07 -0.11 0.03
H 0.586279 2.578922 -2.164782 -0.28 -0.11 0.38 0.08
H -0.256585 6.614071 2.731592 0.30 0.07 -0.63 0.03
H -2.498250 -0.372947 -0.029450 0.02 0.15 -0.25 0.06
H -1.108789 -2.491841 -1.735199 -0.25 -0.30 -0.35 0.09
H 4.871697 2.595034 4.158113 0.13 -0.19 -0.07 0.03
H -0.712924 -2.011251 -0.140320 0.16 0.23 0.03 0.10
H -0.993217 1.228416 -0.938574 -0.26 0.22 0.03 0.11
H 1.028113 1.292126 -3.130321 -0.13 -0.35 0.23 0.09
H 0.598268 -0.959785 -2.253345 0.12 -0.15 -0.58 0.09
H -0.147515 5.504226 3.644186 0.36 -0.59 -0.10 0.03
H -0.742206 -6.769775 -0.940354 0.04 0.13 0.09 0.03
```
Forces are in eV/Å.

---

No. 3
DFT (wB97M-V/def2-TZVPD) results for a cluster of 3 separate species, C4H15NO3 in total.

Calculated values
LUMO energy: 0.0203 Ha
structure (SMILES): CCCNCO.O.O
Kohn-Sham gap: 10.17 eV
total energy: -441.809023 hartree

```
23
Properties=species:S:1:pos:R:3:forces:R:3:lowdin_charge:R:1
O -0.778766 -3.613475 -1.960782 0.42 -0.01 0.00 -0.06
O -2.780435 0.005231 -1.361076 0.15 0.03 1.26 -0.11
O -1.815078 -0.500174 3.727939 -0.27 0.01 -0.66 -0.06
N -0.480963 0.591705 -1.017837 0.60 0.82 1.25 -0.04
C 2.662805 1.367892 0.593668 1.86 2.59 -0.31 -0.13
C 1.841390 0.359456 -0.185379 0.57 -0.60 1.24 -0.24
C -1.830341 0.931655 -0.660529 -2.10 -1.26 -3.22 -0.23
C 0.356360 0.365917 0.165152 -0.39 -1.70 0.89 -0.26
H -2.240381 1.779197 -1.202637 0.91 1.20 0.88 0.11
H 3.225376 2.106938 -0.035906 -0.49 -0.70 -0.16 0.07
H -2.265995 -0.505857 -1.976910 0.49 -0.38 -0.25 0.04
H 0.167252 -0.625587 0.603450 -0.40 -0.18 -0.57 0.11
H 0.033409 0.968174 1.034898 0.68 0.69 -0.52 0.11
H 2.118727 2.098258 1.209035 -0.37 -0.69 0.10 0.07
H -2.485911 -0.516432 3.030277 -0.27 0.03 0.42 0.04
H -2.138315 0.866524 0.375078 0.54 0.19 0.31 0.11
H 3.512629 1.009417 1.205803 -0.80 -0.47 -0.12 0.07
H 1.991585 0.360782 -1.260699 -0.06 0.47 -0.15 0.10
H 0.019768 1.359639 -1.464392 -0.77 0.00 -0.37 0.11
H -0.053807 -3.925406 -1.406250 -0.22 -0.06 0.15 0.03
H 2.275975 -0.602887 0.122328 -0.41 -0.01 -0.24 0.10
H -0.302111 -3.264166 -2.720485 -0.20 0.10 -0.16 0.03
H -1.033181 -0.616812 3.185248 0.53 -0.05 0.21 0.01
```
Forces are in eV/Å.

---

No. 4
DFT (wB97M-V/def2-TZVPD) results for a cluster of 4 separate species, C4H15NO3 in total.

Calculated values
LUMO energy (spin up / spin down): -0.1501 / -0.2987 Ha
multiplicity: 2
Kohn-Sham gap (spin up / spin down): 8.99 / 4.94 eV
total energy: -441.496199 hartree
total charge: +1

```
23
Properties=species:S:1:pos:R:3:forces:R:3:lowdin_charge:R:1
O 2.013436 -2.468181 5.221786 0.62 0.40 -0.86 -0.07
O 1.121671 7.132239 -0.455594 -1.00 -1.43 2.69 -0.14
O -4.210013 3.761642 -3.565057 1.20 0.80 -0.30 -0.02
N 0.450744 -0.673452 -2.835907 0.47 -4.66 2.12 0.16
C 0.158188 -1.330147 -1.556012 -0.16 -0.55 -3.42 -0.03
C 0.724612 -1.763944 0.973925 0.12 -0.70 -1.86 -0.21
C -0.431497 -2.725637 1.004205 -1.73 -0.71 -1.95 -0.11
C 0.880808 -1.139166 -0.410316 2.39 2.41 2.66 0.02
H 1.340208 -2.791709 5.816777 -0.16 0.43 0.40 0.03
H 0.491913 -1.445115 -3.573174 -1.35 1.36 0.74 0.16
H -1.374662 -2.311743 0.472166 1.41 -0.63 1.16 0.11
H 1.408958 -0.348590 -2.936987 -0.01 1.10 0.79 0.11
H -0.182351 -3.697553 0.495375 0.05 1.06 -0.09 0.11
H -0.704511 -3.130780 1.944084 -0.30 0.37 1.29 0.07
H 1.664703 -0.291008 -0.318825 -1.28 -1.36 -0.86 0.17
H 1.622174 -2.345734 1.268468 0.06 0.55 -0.37 0.15
H 0.756132 -0.893021 1.627259 -0.46 0.01 0.38 0.13
H -3.792754 2.919801 -3.655483 0.96 -0.74 -0.31 0.01
H -0.581741 -2.204719 -1.534066 0.82 1.73 -0.54 0.16
H 0.118155 7.034382 -0.484347 2.03 0.18 0.21 0.06
H 2.180381 -1.514318 5.329628 -0.48 -0.80 0.42 0.04
H -5.054643 3.479008 -3.303951 -2.17 -0.05 0.61 0.01
H 1.400087 6.747746 0.476043 -1.04 1.24 -2.90 0.09
```
Forces are in eV/Å.

---

No. 5
DFT (wB97M-V/def2-TZVPD) results for a cluster of 4 separate species, C4H15O5 in total.

Calculated values
LUMO energy: 0.1421 Ha
Kohn-Sham gap: 8.84 eV
total energy: -537.598594 hartree
total charge: -1

```
24
Properties=species:S:1:pos:R:3:forces:R:3:lowdin_charge:R:1
O 0.004796 0.286518 0.723368 0.07 -0.45 -1.32 -0.30
O -0.784397 1.967489 2.253360 -1.43 1.35 -2.24 -0.16
O 0.795116 2.875958 -0.120420 1.04 1.92 -1.87 -0.04
O 3.300274 0.824560 -1.527807 1.21 -4.09 -1.55 -0.01
O 1.707298 -1.620665 0.132432 -0.79 2.10 0.94 -0.16
C -0.502868 -1.502188 -0.812814 0.06 -1.54 -1.41 -0.16
C 0.647896 -2.436436 -0.289982 1.06 1.20 -2.65 -0.32
C -2.327171 0.211945 -0.354954 -0.96 -1.15 4.00 -0.06
C -1.039208 -0.552861 0.328406 -0.16 0.69 -2.35 -0.45
H -0.195525 1.529663 2.799953 1.70 -1.18 2.21 -0.04
H 0.734610 3.102249 0.777592 -0.24 1.18 2.09 -0.01
H -2.353265 0.862976 -1.213508 0.98 0.07 -0.29 0.05
H 0.585518 1.983029 -0.009080 -0.73 -3.11 -0.46 -0.05
H -0.518018 1.372766 1.398165 -0.57 0.29 1.14 -0.03
H -2.777151 0.751224 0.534634 0.60 0.17 -1.04 0.07
H -0.100489 -0.838699 -1.702107 -0.69 -1.16 1.86 0.15
H 2.801458 0.317820 -0.895954 -0.41 -0.70 0.37 0.01
H -1.284555 -2.227084 -1.295010 0.85 1.46 0.99 0.12
H 3.153062 1.671465 -1.298666 -0.91 4.68 1.18 -0.05
H 0.308535 -3.104957 0.437421 -0.89 -0.85 1.79 0.07
H -3.132004 -0.540146 -0.465129 0.48 -0.10 -0.46 0.05
H 1.167387 -0.734857 0.351298 1.29 -1.16 0.32 0.07
H -1.347330 -1.077844 1.270210 -0.51 -0.12 -1.03 0.14
H 1.156031 -3.121925 -1.021408 -1.04 0.47 -0.23 0.11
```
Forces are in eV/Å.

---

No. 6
DFT (wB97M-V/def2-TZVPD) results for a structure of composition C4H16BClCrN4O12.

Calculated values
LUMO energy (spin up / spin down): -0.1429 / -0.1206 Ha
multiplicity: 5
Kohn-Sham gap (spin up / spin down): 6.70 / 7.31 eV
total energy: -2812.608004 hartree

```
39
Properties=species:S:1:pos:R:3:forces:R:3:lowdin_charge:R:1
Cr 1.404012 2.981825 3.338521 -0.36 -3.01 -0.98 1.15
Cl 0.780506 0.947677 0.549225 -1.84 -1.21 -0.38 0.66
O 1.193396 1.026259 -0.800913 0.46 0.30 -0.42 -0.30
O -0.342446 -1.586922 4.300889 -0.02 -0.29 -0.02 0.05
O 3.017095 -3.078695 -3.027690 0.04 0.08 -0.03 0.07
O -2.773622 3.678726 -2.175219 -0.19 0.04 -0.13 0.05
O 3.977762 -3.099484 -1.100700 0.43 0.13 0.15 0.06
O 0.183011 -1.659053 -3.833995 0.19 -0.37 0.23 0.07
O 1.686804 1.730619 1.384621 1.56 1.45 1.59 -0.43
O 0.764380 -0.436412 0.965533 0.17 1.00 0.21 -0.32
O -2.194217 -2.670500 4.539713 0.06 -0.24 0.23 0.07
O 0.260204 0.475307 -3.574516 0.15 -0.29 0.10 0.04
O -0.510151 1.564151 0.731021 -0.24 -0.19 0.06 -0.35
O -2.068769 4.063005 -4.171546 0.03 0.10 -0.40 0.07
N -1.416320 -1.986090 3.909862 -0.59 0.24 0.11 -0.44
N 3.003796 -3.073889 -1.817456 -0.21 -0.32 0.14 -0.45
N -0.234666 -0.621323 -3.383458 -0.46 0.72 -0.65 -0.43
N -1.896511 3.770512 -3.015618 -0.06 -0.23 0.74 -0.46
C 1.677280 -3.083402 -1.123714 0.09 -0.24 -0.91 0.05
C -1.533987 -0.637975 -2.639792 0.48 0.07 -0.16 0.07
C -0.501882 3.495095 -2.542977 -0.69 0.25 -0.18 0.05
C -1.836870 -1.580486 2.541481 0.24 -0.16 0.08 0.05
B 0.996961 1.046533 4.409937 0.36 -1.68 1.05 -0.34
H 0.963521 -3.239635 -1.927954 -0.22 0.27 0.19 0.08
H -1.395711 -0.601813 2.390369 0.00 -0.13 -0.44 0.07
H -0.605317 3.194087 -1.507089 0.25 -0.09 -0.03 0.07
H 1.679582 -3.947627 -0.466912 0.07 0.25 0.30 0.10
H 0.382885 1.520326 3.554901 -1.58 1.69 -2.00 -0.04
H 1.579435 0.177659 3.941168 0.90 -0.64 -0.74 0.02
H -2.208190 -1.273383 -3.204990 -0.02 -0.03 0.11 0.10
H -1.319296 -1.047114 -1.655585 -0.14 0.07 0.05 0.09
H -2.917501 -1.598483 2.456472 0.00 0.06 0.27 0.10
H 1.694075 1.830015 4.887116 1.74 2.44 0.83 -0.03
H -0.002545 4.454459 -2.654264 0.35 -0.23 -0.06 0.10
H -1.845999 0.399703 -2.618655 -0.22 -0.11 0.29 0.09
H 0.331130 0.645329 5.250304 -1.07 -0.01 0.82 0.01
H -1.426276 -2.362112 1.904748 0.17 0.33 -0.25 0.10
H -0.130379 2.705832 -3.188519 0.34 0.13 0.11 0.07
H 1.584816 -2.122724 -0.624321 -0.14 -0.16 0.19 0.07
```
Forces are in eV/Å.

---

No. 7
DFT (wB97M-V/def2-TZVPD) results for a structure of composition C4H16Br2CoN8O4.

Calculated values
LUMO energy (spin up / spin down): 0.0003 / 0.0002 Ha
multiplicity: 4
Kohn-Sham gap (spin up / spin down): 6.96 / 7.00 eV
total energy: -7432.071031 hartree

```
35
Properties=species:S:1:pos:R:3:forces:R:3:lowdin_charge:R:1
Br -10.437667 -15.947777 20.996121 -0.67 0.18 -0.29 -0.24
Br -14.061029 -16.576201 22.998734 -0.06 0.24 -0.38 -0.20
Co -13.109932 -15.827590 20.655199 0.55 -0.43 1.05 0.26
O -15.182381 -15.513200 20.117184 -1.55 -0.28 0.12 -0.08
O -13.031644 -13.851907 21.216073 0.41 1.40 -0.24 -0.12
O -13.216174 -17.778762 19.926224 0.05 -0.26 -0.39 -0.06
O -12.982927 -14.985097 18.785616 -0.07 0.07 -1.11 -0.07
N -14.104434 -18.402857 17.898453 -0.10 -0.35 -0.58 0.17
N -11.712844 -13.110427 18.686281 -0.18 -0.38 0.16 0.20
N -13.003487 -19.904728 19.208683 0.30 0.47 0.48 0.17
N -14.902292 -12.913605 22.045554 -0.19 0.64 -0.54 0.18
N -12.901578 -11.799097 22.155237 1.08 0.29 -0.53 0.18
N -12.855960 -13.862245 16.837884 0.14 0.34 -0.29 0.17
N -16.686507 -15.813511 18.483092 -1.49 0.13 -0.22 0.17
N -17.419182 -15.478702 20.632747 0.47 0.15 -0.70 0.19
C -12.527888 -14.030853 18.149410 -0.13 -0.40 0.25 -0.62
C -13.591569 -12.872509 21.710890 -0.44 -1.63 1.40 -0.62
C -13.396467 -18.607605 19.048174 -0.28 -0.24 0.53 -0.60
C -16.370981 -15.607394 19.787279 2.32 0.19 0.15 -0.61
H -12.363320 -13.208945 16.258919 -0.07 0.06 -0.01 0.10
H -13.278092 -10.945308 22.513790 -0.35 -0.06 0.01 0.10
H -13.975545 -19.099977 17.188761 -0.12 0.00 -0.19 0.09
H -17.624383 -15.606494 18.186712 0.05 -0.28 -0.25 0.10
H -13.118976 -20.614809 18.517419 -0.04 -0.10 -0.12 0.09
H -15.368933 -13.802231 21.958737 0.16 -0.08 0.09 0.06
H -14.321856 -17.494324 17.544870 0.34 0.39 0.40 0.08
H -16.017987 -16.027947 17.779509 0.48 0.22 0.09 0.08
H -11.899788 -11.863326 22.073666 -0.09 0.02 -0.01 0.12
H -11.362383 -12.359041 18.128223 0.26 0.12 0.18 0.11
H -18.307349 -15.405361 20.180090 -0.51 -0.16 0.75 0.10
H -11.379433 -13.341140 19.614514 0.25 0.13 -0.04 0.07
H -12.498318 -20.110744 20.054341 0.00 -0.01 -0.07 0.12
H -15.217886 -12.231718 22.707606 -0.33 -0.18 0.14 0.10
H -13.609781 -14.375504 16.430419 0.01 -0.22 0.10 0.09
H -17.248464 -15.525000 21.621788 -0.19 0.01 0.06 0.11
```
Forces are in eV/Å.

---

No. 8
DFT (wB97M-V/def2-TZVPD) results for a cluster of 5 separate species, C4H16FN8O4 in total.

Calculated values
LUMO energy: 0.1046 Ha
Kohn-Sham gap: 8.85 eV
total energy: -1001.034343 hartree
total charge: -1

```
33
Properties=species:S:1:pos:R:3:forces:R:3:lowdin_charge:R:1
F -0.015464 0.335580 -0.568860 -0.50 -0.82 -0.50 -0.52
O -3.429669 1.618182 -3.786124 -0.97 0.19 -0.02 -0.04
O 2.916467 0.829423 1.147111 0.50 -0.53 0.97 0.02
O -1.045666 2.279706 1.621004 0.52 0.38 -0.41 0.04
O 3.087564 -2.594857 -2.031561 1.06 -1.43 -1.84 0.00
N -2.463874 1.167378 -1.816819 -2.06 0.35 4.54 0.18
N 1.125854 -1.477443 -2.501668 -0.33 -0.22 -3.94 0.15
N -1.401657 0.931318 -3.608245 9.46 -2.54 -4.23 0.19
N 1.598910 -0.429644 2.434406 -6.08 -2.21 2.95 0.18
N -1.881286 0.158161 1.521389 -0.33 -0.87 0.30 0.13
N 1.649482 -1.993042 -0.523555 -0.19 -1.40 4.38 0.15
N -2.826867 1.773670 2.811555 -3.42 -0.74 2.48 0.14
N 3.620108 -0.802228 2.487141 7.27 -4.31 2.99 0.15
C 2.002586 -2.121577 -1.754344 1.06 1.04 -0.05 -0.81
C 2.738277 -0.069183 1.986598 -1.68 6.07 -5.73 -0.83
C -1.869570 1.463382 1.956184 1.97 0.16 -1.27 -0.74
C -2.456153 1.266242 -3.097433 -7.50 2.15 -0.55 -0.87
H -0.621194 0.898648 -2.968000 0.47 -0.41 -0.45 0.11
H 1.536174 -1.382513 -3.419673 -0.70 0.68 -0.18 0.10
H -3.423937 1.007866 3.089336 -0.10 0.31 0.05 0.09
H -2.980097 2.615909 3.347515 0.83 -0.04 -0.64 0.11
H -1.692049 0.827532 -1.261050 0.59 -0.08 0.27 0.05
H 1.035943 -1.213482 -0.333941 -0.14 0.49 0.99 0.05
H 4.598494 -0.562648 2.413311 -0.33 -0.18 -0.21 0.13
H 1.671278 -1.124924 3.163410 -0.69 0.25 -0.09 0.10
H 0.618663 -0.742605 -2.029589 -0.35 0.55 -0.05 0.05
H -1.376677 -0.110495 0.688749 0.86 0.55 -0.43 0.05
H 0.638478 -0.214914 2.207307 0.53 0.77 -0.84 0.10
H -1.260413 0.839697 -4.604108 -0.16 0.33 0.45 0.13
H -3.374004 1.330027 -1.410246 0.45 0.08 0.23 0.11
H 3.361070 -1.649489 2.972057 0.56 0.30 -0.14 0.11
H 2.446444 -2.313230 0.007892 -0.52 0.64 0.97 0.10
H -2.527213 -0.540447 1.860249 -0.07 0.49 0.04 0.09
```
Forces are in eV/Å.

---

Q: Among the records above, which one has the lowest total energy?
A: C4H16Br2CoN8O4